A structure of composition C7H16AlCl4FPS at a distorted geometry. Source: OMol25; level of theory: wB97M-V/def2-TZVPD.

XYZ file:
```
31
Properties=species:S:1:pos:R:3:nbo_charge:R:1
C -3.23298 1.10375 1.28487 -0.60
C -2.81517 1.85511 0.01777 -0.66
P -1.04097 1.57394 -0.53734 0.07
C -1.25351 0.62016 -2.13019 -0.67
C -2.07255 -0.68194 -2.00071 -0.62
Al 0.18134 0.28650 1.00555 1.04
S 1.93071 -0.80428 -0.00932 -0.68
C 1.03246 1.44571 2.45794 -0.26
C 1.19838 0.68608 3.75849 -0.65
F 2.32734 1.91466 2.09207 -0.42
H -4.20031 1.46811 1.62931 0.18
H -3.26397 0.04111 1.06816 0.21
H -2.50407 1.25673 2.07638 0.20
H -3.49353 1.55401 -0.78027 0.20
H -2.93608 2.92941 0.12273 0.20
H -0.28300 0.45614 -2.58535 0.23
H -1.82231 1.28916 -2.77327 0.20
H -3.12109 -0.45687 -2.18631 0.19
H -1.76340 -1.38832 -2.77029 0.19
H -2.01212 -1.11748 -1.00778 0.22
H -0.73856 -0.78845 1.76937 -0.43
H 1.38139 -1.85368 -0.63878 0.13
H 0.38297 2.30457 2.65372 0.15
H 1.97877 -0.06608 3.65659 0.21
H 0.26149 0.20496 4.02269 0.21
H 1.50614 1.37189 4.55165 0.18
C 4.85041 -3.03360 -2.92502 -0.23
Cl 4.14626 -4.47764 -3.68233 0.02
Cl 6.30108 -3.50642 -2.02181 0.03
Cl 5.30884 -1.88389 -4.19297 0.03
Cl 3.68157 -2.28604 -1.83502 0.11
```

## Properties
total charge	-1
electronic energy	-87048.8739	eV
M	351.0	g mol⁻¹



A structure of composition C15H25MoN10O5 at a distorted geometry. Source: OMol25; level of theory: wB97M-V/def2-TZVPD.

XYZ file:
```
56
Properties=species:S:1:pos:R:3:mulliken_charge:R:1
Mo 0.18554 -0.30738 -0.14394 -0.57
N -2.53404 -0.03057 1.88436 -0.20
C -2.86304 -0.06320 0.58142 0.32
N -4.12520 -0.13044 0.26560 -0.62
C -4.43866 -0.13206 -1.03923 0.29
N -5.69735 -0.20364 -1.38458 -0.26
N -3.50921 -0.04219 -2.04192 -0.68
C -2.28427 -0.00601 -1.67139 0.19
N -1.84088 -0.04003 -0.36094 0.55
C -1.22942 0.08793 -2.70202 1.03
C -1.50543 0.11368 -4.05044 -0.71
C -0.44566 0.22652 -4.94136 -0.57
C 0.84701 0.32379 -4.44644 -1.02
C 1.04298 0.27641 -3.07952 -0.08
N 0.02615 0.14955 -2.21781 0.43
H -3.32226 0.02074 2.51311 0.32
H -1.69020 0.43357 2.17059 0.13
H -6.41164 -0.26367 -0.67482 0.28
H -5.96434 -0.19971 -2.35670 0.27
H -2.53136 0.04529 -4.38241 0.59
H -0.62741 0.24244 -6.00842 0.49
H 1.69519 0.42471 -5.10869 0.47
H 2.03391 0.34677 -2.65357 0.48
C 0.65378 -2.05043 3.96616 -1.81
C 0.42833 -1.73526 2.52985 0.89
N 0.43184 -0.54104 2.01271 0.72
O 0.57381 0.54620 2.83658 -0.53
C 0.17379 -2.75910 1.51025 0.38
C 0.13848 -4.23331 1.68185 -1.62
N 0.00016 -2.11658 0.40987 0.92
O -0.09475 -2.27273 -0.88031 -0.56
H 1.44446 -1.44003 4.41029 0.50
H 0.94693 -3.09133 4.08474 0.46
H -0.26152 -1.90154 4.54959 0.39
H 0.69857 0.24145 3.74678 0.39
H -0.43506 -4.50474 2.56814 0.44
H 1.15140 -4.62529 1.80495 0.38
H -0.31016 -4.70458 0.80946 0.38
C 0.72427 5.14016 0.68594 -0.86
O 0.18634 3.83284 0.33065 -0.26
C 0.89761 2.76876 0.42991 0.32
O 0.34566 1.68746 0.05839 -0.17
N 2.14437 2.81368 0.88382 -0.08
N 2.90343 1.64306 0.91235 -0.53
H -0.05913 5.84558 0.44542 0.26
H 1.60848 5.36144 0.08958 0.38
H 0.93495 5.18227 1.75416 0.37
H 2.53474 3.67577 1.22996 0.22
H 3.12841 1.42355 1.87527 0.25
H 3.76949 1.81923 0.41797 0.34
C 3.74442 -1.03951 -0.42219 -0.83
O 2.31367 -1.26819 -0.55395 -0.08
H 4.02523 -0.12859 -0.94307 0.27
H 4.28307 -1.87691 -0.85414 0.36
H 3.99185 -0.96600 0.63237 0.28
H 2.17271 -1.99876 -1.16424 0.31
```

## Properties
total charge	+3
electronic energy	-42929.3321	eV
M	521.4	g mol⁻¹



A structure of composition C3H7NO2S at a distorted geometry. Source: OMol25; level of theory: wB97M-V/def2-TZVPD.

XYZ file:
```
14
Properties=species:S:1:pos:R:3:nbo_charge:R:1
C 0.99595 -0.27204 1.24264 -0.58
C 0.26780 -0.37830 -0.15957 -0.08
C -0.76787 0.82434 -0.37100 -0.61
N 1.36708 -0.28248 -1.13108 -0.83
O 3.07456 1.32359 0.05157 -0.91
O 3.59742 -1.01908 -0.00168 -0.92
S 2.60960 -0.00989 0.06926 2.21
H 0.81808 0.65646 1.80656 0.23
H 1.03420 -1.16362 1.87749 0.24
H -0.21853 -1.29993 -0.36758 0.20
H -1.54262 0.67166 0.30352 0.21
H -0.85230 0.96134 -1.48556 0.24
H -0.40014 1.67902 0.07312 0.21
H 1.79736 -1.06452 -1.58589 0.40
```

## Properties
electronic energy	-19642.6145	eV
M	121.2	g mol⁻¹



A cluster of 3 separate species, C4H16NO2 in total at a distorted geometry. Source: OMol25; level of theory: wB97M-V/def2-TZVPD.

XYZ file:
```
23
Properties=species:S:1:pos:R:3:nbo_charge:R:1
C -0.13358 -1.34971 -1.42175 -0.63
C 0.47090 -0.23980 -0.58400 -0.05
C 0.59491 1.06161 -1.39280 -0.43
C 1.58258 2.05891 -0.81188 -0.64
N -0.16126 0.03636 0.73935 -0.71
H 0.57462 -1.66445 -2.18360 0.25
H -0.93168 -0.97077 -2.06930 0.23
H -0.42395 -2.19467 -0.81928 0.22
H 1.48178 -0.49077 -0.34374 0.21
H 0.88219 0.76060 -2.40257 0.24
H -0.36808 1.53760 -1.58673 0.22
H 2.47936 1.64053 -0.38518 0.22
H 1.99644 2.72089 -1.57091 0.25
H 1.15030 2.74188 -0.07932 0.21
H -0.12345 1.04343 0.88647 0.43
H -1.18583 -0.13649 0.78266 0.46
H 0.24630 -0.48316 1.52656 0.47
H -3.79151 0.00107 0.81988 0.50
H -3.14816 0.59113 2.01971 0.49
O -2.91832 0.27665 1.13323 -0.97
H 0.65491 -2.87671 2.01068 0.50
H 0.35324 -2.06545 3.31046 0.50
O 0.71828 -1.99867 2.42207 -0.97
```

## Properties
total charge	+1
electronic energy	-9987.0269	eV
M	110.2	g mol⁻¹



A structure of composition C20H33As3Cl5NO2W. Source: OMol25; level of theory: wB97M-V/def2-TZVPD.

XYZ file:
```
65
Properties=species:S:1:pos:R:3:nbo_charge:R:1
W 1.12897 -0.27982 -1.23119 1.09
N 3.34974 -0.78043 -1.40991 -0.84
C 3.95091 -0.37291 -2.72095 -0.22
C 3.81002 1.12311 -2.99794 -0.54
C 2.39270 1.58832 -3.19963 0.81
O 1.89871 2.12887 -4.11749 -0.43
O 1.59109 1.29432 -2.04761 -0.71
H 3.89655 -0.36067 -0.66124 0.40
H 3.48261 -1.78545 -1.30695 0.42
H 3.46517 -0.95661 -3.50141 0.23
H 5.01077 -0.62611 -2.72659 0.24
H 4.35862 1.36907 -3.90571 0.29
H 4.24445 1.70657 -2.18079 0.25
C -2.46770 -1.40583 -0.44138 -0.93
As -1.43583 0.04220 -1.20268 1.09
C -2.22729 0.23492 -2.95447 -0.93
C -1.93081 1.73162 -0.36852 -0.70
C -1.60735 2.02014 1.11072 -0.06
C -2.26742 3.38147 1.39762 -0.61
C -0.10310 2.23192 1.35303 -0.70
As 1.21310 0.80771 1.10853 1.12
C 1.25537 -0.30705 2.68317 -0.93
C 2.85025 1.82372 1.30949 -0.94
C -2.19344 0.92253 2.01644 -0.74
As -2.76081 1.40981 3.87073 0.93
C -3.45176 -0.37650 4.27159 -0.95
C -1.06447 1.20516 4.83919 -0.97
H -2.11599 -1.66706 0.55245 0.25
H -2.36309 -2.26513 -1.10386 0.25
H -3.51551 -1.11309 -0.39703 0.26
H -3.28776 0.45725 -2.84256 0.25
H -2.10803 -0.69259 -3.51152 0.25
H -1.73659 1.04350 -3.49331 0.26
H -3.01203 1.81211 -0.50847 0.25
H -1.47511 2.49055 -1.01317 0.24
H -1.94092 4.12957 0.67270 0.22
H -2.01942 3.74385 2.39523 0.23
H -3.35381 3.30126 1.34154 0.23
H 0.05406 2.56400 2.38278 0.25
H 0.26457 3.03477 0.70608 0.25
H 1.33909 0.34548 3.55033 0.27
H 2.13211 -0.95096 2.62796 0.25
H 0.35696 -0.91122 2.77225 0.25
H 2.79161 2.41281 2.22426 0.26
H 2.97815 2.49420 0.46142 0.25
H 3.70294 1.14973 1.38599 0.24
H -1.53793 0.04407 2.05208 0.19
H -3.13662 0.58138 1.57843 0.23
H -4.37796 -0.54572 3.72419 0.24
H -3.67445 -0.43412 5.33599 0.25
H -2.72931 -1.15485 4.02055 0.21
H -0.35782 1.99336 4.57719 0.21
H -0.62021 0.22395 4.67463 0.20
H -1.28184 1.30859 5.90179 0.26
Cl 0.82989 -2.73852 0.60500 0.10
C 0.61966 -3.25143 -1.05535 -0.06
C 0.76327 -2.21633 -1.94692 -0.42
C 0.62180 -2.49268 -3.29340 -0.07
Cl 0.80850 -1.11679 -4.33530 0.10
C 0.33351 -3.76911 -3.75338 -0.09
Cl 0.15750 -4.06600 -5.42193 0.13
C 0.18698 -4.80365 -2.81000 -0.06
Cl -0.16643 -6.38125 -3.33758 0.15
C 0.32873 -4.55009 -1.43594 -0.09
Cl 0.15244 -5.77993 -0.26920 0.13
```

## Properties
total charge	+2
electronic energy	-273799.5685	eV
M	905.4	g mol⁻¹



A structure of composition C28H84BF5NbO22P2S2 at a distorted geometry. Source: OMol25; level of theory: wB97M-V/def2-TZVPD.

XYZ file:
```
145
Properties=species:S:1:pos:R:3:mulliken_charge:R:1
C 3.71097 -2.83493 0.88017 -0.17
O 3.61689 -1.43658 1.05943 -0.47
C 3.98824 -0.67654 -0.07232 -0.56
Nb 2.31818 -0.14269 -1.51720 -0.14
B 2.65440 1.93538 -0.39675 0.86
O 2.86773 1.95176 0.96131 -0.34
O 2.64671 3.16936 -1.00892 -0.37
P 2.49320 -2.58924 -2.55977 -0.02
O 1.76027 -2.61665 -3.85182 -0.63
O 1.80196 -3.60854 -1.50344 -0.02
O 3.93451 -3.29351 -2.74213 -0.49
P 4.12000 0.75683 -3.15402 0.38
O 4.94323 2.10372 -2.72350 -0.50
O 5.35047 -0.30203 -3.38461 -0.53
S 3.12226 1.06634 -4.75276 -0.21
S 0.06469 0.81649 -2.50214 0.91
O 0.02371 2.26861 -2.34333 -0.47
O -0.19365 0.29752 -3.83357 -0.58
C -1.39729 0.20629 -1.48340 0.46
F -1.30406 0.79992 -0.25253 -0.29
F -1.32588 -1.14569 -1.31941 -0.24
C -2.79354 0.56735 -2.03040 0.38
F -2.98267 0.14241 -3.28030 -0.21
F -3.73241 -0.00847 -1.26088 -0.26
F -2.99656 1.88650 -1.99114 -0.23
H 4.11055 -3.08468 -0.10288 -0.20
H 2.72440 -3.28224 0.99965 0.16
H 4.38206 -3.27815 1.62488 0.22
H 4.38677 0.25642 0.32890 0.47
H 4.80924 -1.16971 -0.61431 0.44
H 1.29387 -0.77764 -0.15054 0.13
H 3.30918 2.77242 1.22263 0.24
H 2.53995 3.09324 -1.96259 0.12
H 1.36133 -3.12850 -0.78510 0.16
H 4.62864 -2.82822 -2.26476 0.26
H 5.67971 1.91704 -2.13104 0.27
H 6.06280 -0.17473 -2.74756 0.33
C 7.86851 -5.21582 1.69433 -1.10
C 7.19914 -5.14517 0.33475 0.03
O 7.12035 -3.81505 -0.17395 -0.42
H 7.32752 -4.59723 2.41053 0.28
H 7.89369 -6.24145 2.06496 0.33
H 8.89618 -4.84604 1.64291 0.34
H 6.17130 -5.49905 0.38966 0.03
H 7.73186 -5.77384 -0.38804 0.28
H 8.01298 -3.47301 -0.26875 0.24
C -3.30429 1.26791 2.06137 -1.25
C -3.92809 1.19957 3.43961 0.59
O -3.16827 0.41258 4.35577 -0.54
H -3.18227 0.26769 1.64887 0.29
H -3.92206 1.85262 1.37850 0.32
H -2.31598 1.72903 2.10265 0.38
H -4.90945 0.72630 3.40004 -0.20
H -4.06205 2.21325 3.84147 0.10
H -2.29384 0.80526 4.43275 0.30
C 1.03965 6.11536 -3.21399 -0.83
C 2.31434 5.85779 -3.99813 0.03
O 3.45708 5.79285 -3.14056 -0.58
H 1.12623 7.03997 -2.64084 0.33
H 0.17944 6.19326 -3.88104 0.19
H 0.85079 5.30050 -2.51105 0.12
H 2.51134 6.67382 -4.69339 0.35
H 2.21136 4.93521 -4.56896 0.12
H 3.32972 5.07157 -2.51762 0.35
C -8.11140 0.28437 2.51671 -1.10
C -8.06733 0.01278 4.00780 0.26
O -9.33993 0.17537 4.63735 -0.56
H -8.47247 1.29563 2.32960 0.29
H -7.12369 0.17657 2.06717 0.25
H -8.78898 -0.41093 2.01537 0.38
H -7.40239 0.71476 4.50852 -0.02
H -7.69250 -0.99911 4.19970 0.21
H -9.95134 -0.44491 4.23173 0.30
C 0.19770 -6.86379 1.00903 -1.35
C 1.38878 -5.93283 0.87606 0.64
O 1.13941 -4.67277 1.50148 -0.49
H -0.68707 -6.40272 0.57041 0.24
H 0.37475 -7.81536 0.50836 0.26
H -0.01501 -7.06093 2.06475 0.46
H 1.58322 -5.71761 -0.17022 -0.34
H 2.28190 -6.38234 1.31744 0.35
H 0.96843 -4.80734 2.43660 0.24
C -5.39401 3.76672 7.28014 -0.67
C -4.42139 4.76326 6.68192 -0.11
O -3.15422 4.17470 6.39729 -0.54
H -4.98155 3.34129 8.19555 0.25
H -6.35180 4.23435 7.51350 0.34
H -5.57830 2.94199 6.59279 -0.08
H -4.22063 5.58118 7.37387 0.30
H -4.83588 5.19394 5.76244 0.20
H -3.29953 3.45444 5.77679 0.28
C -1.64824 -7.18037 -3.05734 -1.26
C -0.68574 -6.09128 -2.62033 -0.22
O 0.49014 -6.62274 -2.01153 -0.22
H -1.93306 -7.80120 -2.20650 0.28
H -2.55001 -6.75009 -3.49449 0.37
H -1.18474 -7.82922 -3.80494 0.33
H -1.13801 -5.45172 -1.86439 0.28
H -0.40857 -5.45913 -3.46787 0.34
H 0.93607 -7.17197 -2.66211 0.15
C -1.52854 4.37556 -6.38955 -1.09
C -0.25425 4.08901 -7.16252 -0.26
O 0.87994 3.96740 -6.30968 -0.19
H -1.42081 5.29104 -5.80701 0.21
H -2.37917 4.48696 -7.06402 0.39
H -1.74557 3.56161 -5.69527 0.25
H -0.02572 4.90842 -7.84496 0.31
H -0.37439 3.17453 -7.75320 0.34
H 0.71828 3.23143 -5.70638 0.09
C 4.30736 -8.86372 -1.92855 -1.05
C 4.01868 -8.57728 -0.46552 -0.14
O 4.07461 -7.19265 -0.16045 -0.32
H 5.28866 -8.47657 -2.20251 0.27
H 4.28161 -9.93514 -2.13401 0.38
H 3.56959 -8.37502 -2.56871 0.23
H 4.76462 -9.05228 0.17134 0.30
H 3.03460 -8.98009 -0.19406 0.19
H 3.41836 -6.74292 -0.70475 0.13
C 4.94268 4.09570 -7.39902 -0.80
C 4.28806 3.53874 -8.65034 -0.24
O 3.01944 2.97178 -8.36224 -0.45
H 5.04446 3.31210 -6.64824 0.14
H 5.92877 4.51631 -7.60755 0.37
H 4.32069 4.88270 -6.96653 0.23
H 4.88629 2.73605 -9.08086 0.29
H 4.18830 4.32989 -9.40587 0.24
H 2.46709 3.66010 -7.97204 0.19
C -5.18186 -1.25359 6.66156 -0.88
C -5.48768 -0.10774 7.60438 -0.26
O -6.46641 0.77693 7.06336 -0.45
H -4.84012 -0.86169 5.70471 0.09
H -4.40666 -1.90510 7.06657 0.35
H -6.07876 -1.85534 6.48823 0.32
H -4.60196 0.50462 7.76892 0.28
H -5.82352 -0.49101 8.57492 0.29
H -7.27059 0.27133 6.90798 0.26
C -3.47838 8.12036 4.95600 -0.93
C -3.61152 9.09557 6.10879 -0.23
O -4.25085 10.31455 5.73338 -0.53
H -2.92047 8.57245 4.13625 0.31
H -2.96559 7.21073 5.27149 0.26
H -4.46287 7.84119 4.57207 0.32
H -2.63177 9.38541 6.48430 0.29
H -4.16362 8.62968 6.93310 0.23
H -5.12860 10.09827 5.40816 0.30
```

## Properties
total charge	-1
electronic energy	-131506.1071	eV
M	1097.7	g mol⁻¹



Among the records above, which one has the highest M? C28H84BF5NbO22P2S2



Copy entry 1 word for word.
A structure of composition C7H16AlCl4FPS at a distorted geometry. Source: OMol25; level of theory: wB97M-V/def2-TZVPD.

XYZ file:
```
31
Properties=species:S:1:pos:R:3:nbo_charge:R:1
C -3.23298 1.10375 1.28487 -0.60
C -2.81517 1.85511 0.01777 -0.66
P -1.04097 1.57394 -0.53734 0.07
C -1.25351 0.62016 -2.13019 -0.67
C -2.07255 -0.68194 -2.00071 -0.62
Al 0.18134 0.28650 1.00555 1.04
S 1.93071 -0.80428 -0.00932 -0.68
C 1.03246 1.44571 2.45794 -0.26
C 1.19838 0.68608 3.75849 -0.65
F 2.32734 1.91466 2.09207 -0.42
H -4.20031 1.46811 1.62931 0.18
H -3.26397 0.04111 1.06816 0.21
H -2.50407 1.25673 2.07638 0.20
H -3.49353 1.55401 -0.78027 0.20
H -2.93608 2.92941 0.12273 0.20
H -0.28300 0.45614 -2.58535 0.23
H -1.82231 1.28916 -2.77327 0.20
H -3.12109 -0.45687 -2.18631 0.19
H -1.76340 -1.38832 -2.77029 0.19
H -2.01212 -1.11748 -1.00778 0.22
H -0.73856 -0.78845 1.76937 -0.43
H 1.38139 -1.85368 -0.63878 0.13
H 0.38297 2.30457 2.65372 0.15
H 1.97877 -0.06608 3.65659 0.21
H 0.26149 0.20496 4.02269 0.21
H 1.50614 1.37189 4.55165 0.18
C 4.85041 -3.03360 -2.92502 -0.23
Cl 4.14626 -4.47764 -3.68233 0.02
Cl 6.30108 -3.50642 -2.02181 0.03
Cl 5.30884 -1.88389 -4.19297 0.03
Cl 3.68157 -2.28604 -1.83502 0.11
```

## Properties
total charge	-1
electronic energy	-87048.8739	eV
M	351.0	g mol⁻¹



Which of these has the lowest M? C4H16NO2



Which of these has the highest M? C28H84BF5NbO22P2S2